# C11H10ClNSV

C11H10ClNSV as an isolated structure (ωB97M-V/def2-TZVPD, OMol25).

```
25
Properties=species:S:1:pos:R:3:forces:R:3
C -0.20910 -1.59799 -0.49129 0.735 -1.419 2.358
Cl 2.09099 1.40414 0.98361 -0.210 0.178 0.065
V 0.12285 0.37235 0.05349 0.585 1.628 1.961
H -0.42549 -1.84719 -1.46107 -0.532 -0.598 -1.776
C 0.01474 2.14636 -1.30931 -0.147 -0.296 -1.487
C 1.09977 1.29716 -1.78162 -0.966 0.554 -0.611
H 1.08970 -0.61982 -2.92372 -0.235 0.114 0.352
H -0.91630 -1.50962 2.70998 -0.388 0.085 1.588
C -1.15806 -1.40764 0.56552 0.417 -1.304 -0.826
H 2.15814 1.56903 -1.79414 -0.575 -0.284 0.339
C -0.90309 0.29295 -2.37097 0.990 0.651 -0.340
C -0.45948 -1.35935 1.79640 2.155 -0.053 -3.047
H 1.68448 -0.91817 2.11919 1.269 0.183 1.168
C 0.52558 0.16336 -2.41723 -0.989 1.274 -0.740
N 0.12379 0.31285 5.15685 -1.840 0.057 -3.988
H -2.22228 1.94866 -1.61523 0.500 -0.356 0.302
H 2.05587 -1.67773 -0.50467 -1.010 0.575 0.627
S -1.34339 0.85711 2.76999 -0.607 1.419 0.035
C 0.94472 -1.22862 1.46650 -2.482 -1.466 -1.586
C -0.43663 0.45644 4.09696 1.902 0.259 4.257
H 0.13388 3.18089 -0.97931 -0.084 -0.640 0.245
C -1.22499 1.49875 -1.67738 1.080 0.244 0.005
H -1.62187 -0.37077 -2.85073 0.212 0.038 0.421
H -2.22717 -1.47917 0.41443 0.076 0.124 0.185
C 1.10336 -1.48398 0.04375 0.144 -0.966 0.493
```
Forces are in eV/Å.

multiplicity = 3
ΔE to the lowest compared entry with this formula, charge and spin = 0.000 eV
HOMO-LUMO gap (spin up / spin down) = 6.609 / 6.794 eV
total charge = -1
electronic energy = -62105.0693 eV



# C68H41Cl7N4PSW

C68H41Cl7N4PSW as an isolated structure (ωB97M-V/def2-TZVPD, OMol25).

```
123
Properties=species:S:1:pos:R:3:forces:R:3
H 3.57939 -3.17042 4.88646 0.012 -0.008 0.008
Cl 1.96582 1.75169 2.87844 -0.107 -0.046 0.064
H 0.96470 0.54960 -7.67572 0.012 -0.009 -0.005
H 0.44387 -3.07506 2.92865 -0.083 -0.053 -0.059
C -1.14481 2.15986 -2.84649 0.145 0.045 -0.001
Cl 1.61154 2.11341 -0.34091 0.261 -0.066 0.234
N -1.07304 2.11633 -1.47171 0.068 -0.145 0.003
C 0.63632 -4.75810 -0.53161 -0.036 -0.002 0.027
C 0.64145 7.28969 0.96028 -0.028 -0.023 -0.023
C -0.73560 5.38299 0.41861 -0.018 -0.023 0.009
N -1.56645 -0.95401 0.90074 0.215 0.069 0.040
C -1.43476 -0.60029 7.33621 0.006 -0.006 0.031
C -0.46941 8.10918 0.83931 0.000 0.049 0.005
C -1.10192 1.39126 2.66450 0.026 0.059 -0.020
C 3.19068 -1.10465 0.24168 0.052 0.104 0.243
C -3.32121 -3.77948 -0.93417 0.054 0.023 -0.016
H 1.13762 -2.82790 -1.29521 -0.065 -0.026 -0.001
C -0.04723 0.76769 -5.79056 0.018 -0.002 -0.021
N -0.95859 1.71215 1.33255 0.386 0.129 0.076
H -6.40858 -4.53083 -2.14622 -0.013 0.001 -0.005
H -1.18598 2.56055 4.55620 -0.003 -0.004 0.000
C -1.09055 2.55730 3.48360 0.044 -0.014 0.040
H 2.85277 1.02419 5.36064 -0.013 0.009 0.020
C -1.28943 1.05641 -3.66240 0.047 0.020 -0.087
C -1.94353 -1.29154 -3.98938 0.009 0.046 0.012
C 2.46675 0.67646 -2.44026 -0.008 -0.026 -0.009
H 3.78226 3.62256 -1.29733 -0.013 0.008 0.005
H 1.60108 7.71687 1.21277 0.020 0.009 0.010
C -1.19002 1.22200 -5.13991 -0.031 -0.016 0.034
H 0.14384 -6.57417 0.50369 -0.001 -0.009 0.000
W -0.38804 0.43316 -0.29348 -0.930 0.021 -0.552
C -1.31921 0.11370 3.13580 0.008 -0.117 0.045
H 5.40999 -2.88144 -1.59302 0.002 -0.007 -0.008
C -2.44791 0.31450 5.37101 -0.018 0.011 0.028
C -0.32704 -0.79936 5.22817 -0.028 -0.118 0.011
C -1.56182 -0.19652 -3.15322 -0.090 0.006 0.076
C 0.22192 -4.88811 1.82728 0.013 -0.021 -0.034
C -1.00302 4.30054 -2.23406 0.023 -0.027 0.074
H -3.26801 0.83712 4.89378 -0.010 -0.005 0.004
H -2.41305 -2.34156 3.83081 0.014 0.006 0.040
H -2.89099 2.38602 -7.83638 -0.012 0.006 -0.007
C 0.07807 0.89738 -7.16487 -0.022 0.011 0.027
C 4.04145 -0.06885 0.63599 0.008 -0.011 -0.063
C -2.48605 0.07581 6.73588 0.003 0.007 -0.003
C 5.36039 -0.02890 0.21478 -0.045 0.013 -0.083
H 3.09844 -2.96509 -0.84395 0.121 0.073 0.033
Cl 3.22759 -0.93729 -4.48186 0.013 -0.015 0.038
C 0.50435 -3.53559 1.95148 -0.112 -0.015 -0.011
H -4.89435 -2.60852 -1.80559 -0.001 0.012 0.002
H -3.32369 0.40635 7.33329 -0.012 0.005 0.006
C 0.89971 -3.40329 -0.41084 -0.105 -0.033 0.038
C -5.43252 -4.67313 -1.70506 0.030 -0.007 0.010
H -2.65090 -3.28336 -3.43839 -0.016 -0.016 -0.002
C 5.85640 -1.03311 -0.60383 -0.005 0.020 0.018
C -1.07575 3.50615 -3.32311 -0.023 -0.058 -0.007
C -1.61705 -0.94145 2.29426 0.050 -0.072 -0.036
C 0.32666 -5.51096 0.59348 0.016 0.011 -0.005
C 3.70840 -2.12463 -0.54606 -0.017 -0.050 -0.159
H -1.97149 -5.21202 -0.09291 -0.014 0.021 -0.018
C -1.71075 7.58701 0.51197 0.021 -0.013 0.000
C -2.21267 1.80547 -5.87908 0.023 -0.005 -0.018
H -3.18511 -3.76583 1.70323 -0.043 -0.018 -0.005
Cl -0.30353 9.81333 1.10080 -0.001 -0.016 -0.002
Cl -1.47707 -0.90124 9.04166 -0.001 0.006 -0.009
H 0.67627 -5.22426 -1.50754 0.002 -0.008 -0.008
C -2.24002 -2.12818 2.79019 -0.018 0.066 -0.013
C -0.86708 3.91184 0.20606 0.021 0.040 -0.062
C -0.99845 3.44236 -1.08807 0.009 0.048 -0.026
H 1.36372 5.27902 0.84334 0.011 -0.020 0.006
C -5.02327 -5.94091 -1.32182 -0.037 -0.025 -0.007
C -2.28352 -2.30734 -3.17300 0.021 -0.017 0.029
C -0.35162 -1.04103 6.59319 -0.071 0.050 -0.029
H 0.45967 -1.56449 7.07893 0.017 -0.013 0.002
H -3.10806 2.15279 -5.37928 -0.022 0.004 0.010
C 2.68359 1.82588 -1.70040 -0.090 0.061 0.148
C 0.50049 5.92672 0.75003 0.013 0.017 0.012
C 4.41325 1.35547 -3.73611 0.010 0.033 0.014
C -0.86916 3.09812 1.32639 -0.250 -0.034 0.004
H 3.62091 -1.12809 6.32015 0.005 0.000 0.019
C -2.09849 1.93782 -7.25438 0.005 0.000 0.004
C -2.46007 -2.57775 -0.72858 0.035 -0.043 0.114
C -2.08305 -1.84835 -1.83333 -0.085 0.083 -0.034
C -2.93742 -5.05827 -0.55067 -0.013 -0.034 0.024
C 3.21586 -1.09251 5.31821 -0.013 -0.016 -0.080
C -1.83774 6.22271 0.30304 -0.005 0.003 -0.021
H -0.94516 5.37451 -2.19885 -0.007 0.032 0.007
C -2.19492 -2.13604 0.55707 -0.201 0.031 0.035
C 3.18237 -2.23293 4.52244 -0.016 0.105 0.061
H 5.99860 0.78529 0.53088 0.014 0.015 0.011
H 6.88474 -1.00655 -0.93815 0.015 -0.004 -0.004
H 5.36780 3.19315 -3.17164 0.006 0.001 -0.011
C -1.37014 -0.12045 4.60743 0.030 -0.019 -0.004
C 5.02922 -2.08140 -0.97213 -0.011 -0.015 -0.023
H 3.68563 0.70524 1.30145 0.001 0.060 -0.061
C -3.78054 -6.14181 -0.74463 0.019 0.012 -0.006
H -3.47715 -7.13728 -0.45242 -0.002 -0.013 0.005
C 2.25565 0.15446 3.50483 0.289 0.342 0.047
S 1.16865 -0.42865 -2.12824 0.084 0.079 0.227
H -0.06374 -5.45608 2.70274 -0.001 -0.010 0.020
H -2.56480 8.24314 0.42409 -0.012 0.008 0.003
C 3.38584 0.46667 -3.47806 0.031 0.008 -0.061
C -0.95137 1.48254 -7.88497 0.010 0.002 -0.035
H -1.97659 -1.25997 -5.06472 -0.003 0.021 -0.021
C 2.11456 -0.97948 2.72225 -0.135 -0.274 -0.252
C 2.77495 0.10655 4.79510 0.107 0.023 -0.052
H -2.80487 5.80717 0.04897 -0.010 -0.008 0.003
Cl -6.08219 -7.28996 -1.56331 0.015 0.017 0.002
H -1.09923 3.79677 -4.35903 0.010 -0.002 -0.029
P 1.49198 -1.05877 0.96223 0.170 -0.022 -0.012
C 2.65157 -2.16426 3.24956 0.075 -0.011 0.075
H 5.09353 1.14630 -4.54947 0.005 -0.005 -0.010
Cl -0.80252 1.64588 -9.60388 -0.004 0.000 0.015
H 0.52045 -1.13495 4.64128 -0.229 -0.078 0.120
C -2.63437 -2.84244 1.71857 0.034 0.032 -0.066
C 4.56459 2.50060 -2.96495 -0.015 -0.028 -0.003
N -1.59331 -0.55361 -1.81560 0.064 -0.150 0.026
C -0.94320 3.61512 2.65623 0.045 -0.022 -0.033
H 2.66404 -3.05757 2.64161 0.087 0.078 0.032
C -4.57753 -3.60116 -1.51093 -0.020 -0.010 -0.008
C 3.68434 2.74811 -1.92521 0.062 -0.062 -0.044
C 0.89421 -2.78705 0.84485 0.191 -0.033 -0.096
H -0.90535 4.65979 2.91376 -0.029 0.016 -0.006
H 0.74810 0.30753 -5.21588 -0.012 -0.002 -0.004
```
Forces are in eV/Å.

ΔE to the lowest compared entry with this formula, charge and spin = 0.000 eV
HOMO-LUMO gap (spin up / spin down) = 5.674 / 5.677 eV
total charge = +1
electronic energy = -186747.1595 eV



# C2H4IO4S

A 2-piece molecular cluster, C2H4IO4S overall (ωB97M-V/def2-TZVPD, OMol25).

```
12
Properties=species:S:1:pos:R:3:forces:R:3
H 0.61397 -1.03474 1.18203 0.571 -0.077 -0.027
H 1.62830 0.34818 0.50735 -0.374 -0.012 0.180
I 1.89384 5.70514 3.06878 -0.023 -0.077 -0.030
H -1.31244 0.40294 1.11928 0.285 -0.031 0.034
O -1.28365 -0.14742 -0.84802 -1.381 -2.081 -1.922
C 0.74163 -0.27795 0.40803 -1.845 -0.496 -0.947
H -0.39965 1.50001 0.01381 -0.590 0.053 -0.204
S -0.57862 -1.60388 -1.39732 1.676 2.580 0.483
O -0.90349 -2.72280 -0.53214 0.154 1.555 -1.304
C -0.65508 0.46753 0.25222 1.855 -0.143 0.300
O 0.86983 -0.89881 -0.90208 -0.274 -1.948 -0.688
O -0.61463 -1.73820 -2.87189 -0.053 0.678 4.126
```
Forces are in eV/Å.

ΔE to the lowest compared entry with this formula, charge and spin = 1.448 eV
HOMO-LUMO gap = 5.660 eV
total charge = -1
electronic energy = -29265.4919 eV